Formula: C33H42ClF6N3O8S2V
Source: the OMol25 dataset
Level of theory: wB97M-V/def2-TZVPD

Output
HOMO-LUMO gap (spin up / spin down) = 6.053 / 6.311 eV
energy above the lowest of the compared OMol25 structures with the same formula, charge and spin = 155.1 kJ/mol
M = 873.23 u
charge = -1
LUMO energy (spin up / spin down) = 1.42 / 1.00 eV
largest force on an atom = 1.7 eV Å⁻¹
spin multiplicity = 3

Last column: Mulliken charge in e.
CARTESIAN COORDINATES (ANGSTROEM)
V1 1.099 -0.863 -2.078  0.887
C1 1.870 3.048 4.302  -1.647
C2 2.023 1.539 4.070  2.224
C3 3.340 1.058 4.695  -1.760
C4 0.872 0.825 4.781  -2.039
C5 2.040 1.254 2.566  -0.145
C6 1.075 0.469 1.958  -0.219
C7 1.145 0.226 0.584  -1.149
N1 0.280 -0.553 -0.196  0.753
C8 -0.976 -0.846 0.245  -1.988
C9 -1.718 0.106 0.983  0.004
C10 -2.947 -0.172 1.504  -0.324
C11 -3.509 -1.467 1.271  -0.082
C12 -2.915 -2.412 0.499  -0.468
C13 -1.596 -2.127 -0.094  1.272
O1 -1.009 -2.944 -0.821  -0.601
C14 -3.586 -3.747 0.189  2.456
C15 -4.899 -3.925 0.953  -2.281
C16 -2.669 -4.919 0.572  -1.794
C17 -3.912 -3.799 -1.311  -1.289
C18 -3.734 0.832 2.340  2.060
C19 -5.117 1.065 1.717  -1.736
C20 -3.023 2.181 2.444  -1.929
C21 -3.905 0.266 3.758  -1.634
C22 2.259 0.686 -0.111  0.375
O2 2.275 0.187 -1.381  0.057
C23 3.243 1.497 0.439  -0.059
C24 3.077 1.785 1.791  -0.215
C25 4.425 2.059 -0.357  2.518
C26 5.568 2.477 0.576  -2.252
C27 3.947 3.300 -1.124  -1.320
C28 4.986 1.027 -1.348  -1.678
H1 1.848 3.268 5.374  0.474
H2 0.943 3.414 3.857  0.303
H3 2.696 3.607 3.861  0.290
H4 3.312 1.188 5.781  0.448
H5 4.195 1.617 4.311  0.347
H6 3.507 0.002 4.477  0.370
H7 0.915 1.044 5.850  0.495
H8 0.931 -0.258 4.657  0.399
H9 -0.101 1.157 4.412  0.210
H10 0.285 0.015 2.534  0.920
H11 -1.289 1.090 1.084  0.971
H12 -4.475 -1.678 1.708  0.476
H13 -4.751 -3.869 2.035  0.428
H14 -5.307 -4.912 0.724  0.440
H15 -5.648 -3.184 0.666  0.387
H16 -2.525 -4.950 1.656  0.374
H17 -1.694 -4.841 0.098  0.330
H18 -3.137 -5.859 0.267  0.456
H19 -4.646 -3.033 -1.571  0.308
H20 -4.329 -4.777 -1.570  0.480
H21 -3.025 -3.626 -1.912  -0.028
H22 -5.021 1.517 0.727  0.394
H23 -5.705 1.738 2.347  0.460
H24 -5.677 0.136 1.607  0.286
H25 -2.890 2.641 1.463  0.367
H26 -2.039 2.088 2.909  0.143
H27 -3.620 2.860 3.057  0.478
H28 -4.479 -0.662 3.755  0.301
H29 -4.432 0.987 4.390  0.480
H30 -2.933 0.058 4.210  0.273
H31 3.807 2.418 2.275  0.263
H32 5.305 3.335 1.198  0.355
H33 6.426 2.769 -0.032  0.474
H34 5.875 1.659 1.231  0.415
H35 3.476 4.012 -0.442  0.232
H36 3.227 3.033 -1.898  0.134
H37 4.799 3.794 -1.602  0.463
H38 5.183 0.072 -0.857  0.437
H39 5.927 1.403 -1.760  0.440
H40 4.307 0.847 -2.176  0.122
F1 1.591 0.727 -7.399  -0.219
C29 2.358 0.260 -6.418  0.447
F2 3.158 -0.687 -6.910  -0.212
F3 3.098 1.244 -5.938  -0.175
S1 1.274 -0.471 -5.130  1.042
O3 2.190 -0.787 -4.001  -0.749
O4 0.617 -1.551 -5.792  -0.674
N2 0.262 0.692 -4.777  -0.519
S2 0.545 1.770 -3.633  1.420
O5 -0.117 1.424 -2.382  -0.736
O6 1.910 2.212 -3.576  -0.704
C30 -0.413 3.167 -4.322  0.454
F4 0.013 3.466 -5.545  -0.211
F5 -0.223 4.225 -3.533  -0.207
F6 -1.710 2.891 -4.369  -0.198
Cl1 0.811 -4.133 -3.847  -0.165
C31 -0.880 -3.628 -4.012  -0.540
C32 -1.239 -2.230 -3.584  0.804
O7 -2.329 -1.787 -3.796  -0.660
O8 -0.278 -1.530 -2.967  -0.855
H41 -1.483 -4.300 -3.407  0.298
H42 -1.167 -3.713 -5.057  0.518
N3 2.694 -3.117 -0.551  -0.901
C33 2.068 -2.371 -1.172  0.351